The following is a quantum chemistry calculation of the molecule C5H10O2 at a distorted geometry, from the OMol25 dataset.

Atoms and positions in Å:
C (-0.0132, -1.9515, 0.9672)
C (-0.0410, -0.4515, 0.7276)
O (1.2569, -0.0311, 0.3168)
C (1.1425, 1.3165, -0.1044)
C (-0.2720, 1.4517, -0.7271)
C (-0.9609, 0.0782, -0.3934)
O (-0.8875, -0.7667, -1.5193)
H (0.7305, -2.2007, 1.7334)
H (0.2373, -2.4846, 0.0463)
H (-0.9916, -2.3015, 1.3117)
H (-0.3281, 0.0786, 1.6500)
H (1.9690, 1.5107, -0.7992)
H (1.2561, 2.0030, 0.7477)
H (-0.8394, 2.2571, -0.2612)
H (-0.1960, 1.7247, -1.7993)
H (-2.0101, 0.1672, -0.0991)
H (-0.0524, -0.4000, -1.7975)

Atoms 1-6, force components in eV/Å:
C -0.10 0.08 -0.05
C -0.20 0.06 0.15
O 0.00 -0.06 0.06
C -0.04 0.19 0.00
C -0.13 0.15 0.25
C 0.09 0.51 0.30

Summary:
HOMO level (eV): -9.7
SMILES string: C[C@H]1OCC[C@H]1O
Spin multiplicity: 1
Kohn-Sham gap (eV): 10.69
Relative energy (zero: lowest compared OMol25 entry of this formula, charge and spin) (kcal/mol): 36.6
LUMO (eV): 0.99

=====

The following is a quantum chemistry calculation of a cluster of 2 separate species, C2HBrN2O2 in total at a distorted geometry, from the OMol25 dataset.

Atoms and positions in Å:
C (0.4151, 0.7053, 1.5403)
C (0.1567, 1.0370, 0.2326)
N (0.5463, 0.4978, 2.6719)
N (-0.6786, -1.3404, -1.1956)
O (-1.8119, -1.6434, -1.2978)
O (0.3899, -1.7751, -1.1063)
Br (1.6900, 0.7080, -0.7820)
H (-0.7075, 1.8107, -0.0631)

Atoms 1-6, force components in eV/Å:
C -0.95 0.24 1.13
C -1.09 1.74 -1.28
N 0.18 -0.22 0.06
N -1.16 2.90 0.17
O -0.31 -1.18 -0.10
O 1.09 -2.30 -0.08

Summary:
HOMO level (alpha / beta) (eV): -9.4 / -10.0
Spin multiplicity: 1
Kohn-Sham gap (alpha / beta) (eV): 8.21 / 8.19
Relative energy (zero: lowest compared OMol25 entry of this formula, charge and spin) (kcal/mol): 118.0
LUMO (alpha / beta) (eV): -1.19 / -1.85

=====

The following is a quantum chemistry calculation of the molecule C4H7NO2S at a distorted geometry, from the OMol25 dataset.

Atoms and positions in Å:
C (1.2146, 1.6388, -0.4073)
N (0.0120, 1.6689, 0.3845)
S (-1.1524, 0.5198, 0.0298)
O (-1.2414, 0.4083, -1.4000)
O (-2.3128, 0.8681, 0.7946)
C (-0.4376, -1.2147, 0.7104)
C (-0.7604, -2.3881, -0.1307)
C (0.4612, -1.9414, -0.2119)
H (1.9046, 0.8354, -0.1186)
H (0.8997, 1.4854, -1.4386)
H (1.7313, 2.5966, -0.3252)
H (0.1536, 1.7704, 1.3766)
H (-0.3880, -1.2113, 1.7872)
H (-1.5253, -3.0598, -0.4304)
H (1.4408, -1.9766, -0.6203)

Atoms 1-6, force components in eV/Å:
C 0.44 -0.13 -0.36
N -0.84 -0.42 -0.19
S 0.81 -1.45 1.11
O 0.32 0.00 0.11
O 0.04 -0.01 0.27
C -0.84 1.83 -1.48

Summary:
HOMO level (eV): -9.3
SMILES string: CNS(=O)(=O)C1C=C1
Spin multiplicity: 1
Kohn-Sham gap (eV): 10.02
Relative energy (zero: lowest compared OMol25 entry of this formula, charge and spin) (kcal/mol): 100.5
LUMO (eV): 0.68

=====

The following is a quantum chemistry calculation of the molecule C10H17N3O4S at a distorted geometry, from the OMol25 dataset.

Atoms and positions in Å:
C (-0.8467, -3.1813, -0.7012)
C (0.4937, -2.7357, -0.1297)
C (1.3250, -1.9689, -1.1569)
C (2.5356, -1.2879, -0.5205)
N (2.1191, -0.3055, 0.4594)
C (2.8668, -0.2051, 1.6885)
S (1.4105, 1.0549, -0.1429)
O (1.6186, 2.1694, 0.7263)
O (1.7766, 1.2087, -1.5270)
C (-0.3580, 0.6808, -0.0637)
C (-1.2623, 0.8582, -1.0551)
C (-0.9698, 1.3465, -2.4300)
N (-2.5815, 0.5738, -0.8171)
C (-3.0955, 0.1348, 0.3895)
O (-4.2660, -0.0984, 0.5436)
N (-2.1451, -0.0068, 1.3653)
C (-0.7772, 0.2494, 1.2555)
O (-0.0590, 0.0954, 2.2136)
H (-1.4382, -2.3206, -1.0086)
H (-0.6989, -3.8206, -1.5690)
H (-1.4145, -3.7371, 0.0409)
H (1.0538, -3.6116, 0.2044)
H (0.3294, -2.0983, 0.7399)
H (1.6745, -2.6507, -1.9349)
H (0.7146, -1.2016, -1.6344)
H (3.1537, -2.0287, -0.0097)
H (3.1317, -0.8031, -1.3029)
H (3.9397, -0.0905, 1.5032)
H (2.6883, -1.0917, 2.2977)
H (2.4968, 0.6679, 2.2174)
H (-1.4476, 2.3139, -2.5817)
H (-1.3691, 0.6518, -3.1682)
H (0.1013, 1.4556, -2.5690)
H (-3.2586, 0.7122, -1.5569)
H (-2.4748, -0.3094, 2.2757)

Atoms 1-6, force components in eV/Å:
C 0.21 -0.03 0.19
C -0.10 0.10 -0.32
C 0.21 -0.22 0.35
C -0.10 -0.26 -0.80
N -0.30 0.97 -0.45
C 0.06 0.27 0.45

Summary:
HOMO level (eV): -9.4
SMILES string: CCCCN(C)S(=O)(=O)c1c(C)[nH]c(=O)[nH]c1=O
Spin multiplicity: 1
Kohn-Sham gap (eV): 9.74
Relative energy (zero: lowest compared OMol25 entry of this formula, charge and spin) (kcal/mol): 0.0
LUMO (eV): 0.34

=====

The following is a quantum chemistry calculation of the molecule C3H5NO2, from the OMol25 dataset.

Atoms and positions in Å:
N (-1.8577, -0.3873, 0.0947)
C (-0.7511, 0.3656, -0.1503)
O (-0.8081, 1.4430, -0.7157)
C (0.5586, -0.2322, 0.3363)
C (1.7622, 0.3058, -0.4117)
O (2.8500, -0.2140, -0.3412)
H (-1.8314, -1.2327, 0.6403)
H (-2.7546, 0.0244, -0.1157)
H (0.5695, -1.3264, 0.2883)
H (0.6865, 0.0429, 1.3924)
H (1.5759, 1.2108, -1.0173)

Atoms 1-6, force components in eV/Å:
N -0.11 0.07 0.02
C -0.05 0.10 -0.08
O 0.04 -0.31 0.19
C 0.04 -0.03 0.03
C 0.35 -0.15 0.01
O -0.48 0.21 -0.04

Summary:
HOMO level (eV): -9.8
SMILES string: NC(=O)CC=O
Spin multiplicity: 1
Kohn-Sham gap (eV): 10.51
Relative energy (zero: lowest compared OMol25 entry of this formula, charge and spin) (kcal/mol): 10.2
LUMO (eV): 0.68

=====

The following is a quantum chemistry calculation of a structure of composition C5H12N2 at a distorted geometry, from the OMol25 dataset.

Atoms and positions in Å:
C (-1.9719, -1.3386, 0.9789)
C (-1.4145, -0.6127, -0.2127)
C (-0.8319, 0.7313, 0.0563)
N (-1.4062, -1.1725, -1.3540)
N (-0.3269, 1.4119, -0.9736)
H (-1.0206, -0.5412, -2.0600)
H (-0.2781, 2.4107, -0.7914)
H (-1.1895, 1.2506, 0.9464)
H (-2.8170, -0.7874, 1.4000)
H (-1.2166, -1.4296, 1.7648)
H (-2.3000, -2.3328, 0.6865)
C (2.1960, 0.6164, -0.6287)
C (1.7819, -0.0903, 0.5599)
H (0.9409, 1.1081, -1.0813)
H (2.5352, 0.0204, -1.4695)
H (2.7547, 1.5363, -0.4868)
H (2.2584, 0.2156, 1.4906)
H (1.7150, -1.1732, 0.4626)
H (0.5910, 0.1770, 0.7119)

Atoms 1-6, force components in eV/Å:
C 0.02 0.01 0.01
C 0.38 -0.49 -0.01
C -0.22 0.99 -1.11
N -0.13 0.13 0.12
N -0.84 -0.41 0.63
H 0.09 0.06 0.12

Summary:
HOMO level (eV): -8.8
Spin multiplicity: 1
Kohn-Sham gap (eV): 8.95
Relative energy (zero: lowest compared OMol25 entry of this formula, charge and spin) (kcal/mol): 74.5
LUMO (eV): 0.19